The following is a quantum chemistry calculation of a 2-piece molecular cluster, C3H10S2 overall at a distorted geometry, from the Open Molecules 2025 dataset.

The geometry in ORCA input format:
```
! RIJCOSX wB97M-V def2-TZVPD def2/J DEFGRID3
* xyz 1 2
S 1.98789 -0.81967 -0.40747
S 0.65686 -0.14176 -1.71066
H 2.74944 -1.31176 -1.40801
H -0.28273 0.67304 -1.17816
C -1.86227 -0.64285 1.26368
C -2.11151 0.83108 0.96674
C -1.48179 1.85941 1.91475
H -2.28512 -1.02966 2.18509
H -2.23763 -1.23385 0.42579
H -0.78451 -0.83066 1.19886
H -1.91665 1.06369 -0.08652
H -3.18790 0.95135 1.13872
H -0.38608 1.76374 1.84385
H -1.67994 1.57229 2.94698
H -1.74447 2.85718 1.59887
*
```

Energy relative to the best compared isomer or geometry (same formula, charge and spin) in eV: 0.804
Orbital gap (spin up / spin down) in eV: 9.074 / 5.869

The following is a quantum chemistry calculation of a 2-piece molecular cluster, C3H10S2Si overall at a distorted geometry, from the Open Molecules 2025 dataset.

The geometry in ORCA input format:
```
! RIJCOSX wB97M-V def2-TZVPD def2/J DEFGRID3
* xyz 0 1
C 0.08526 1.10499 1.58404
C 1.72683 -1.21627 -0.05458
C -0.82467 0.46392 -1.19126
Si 0.05256 -0.43178 0.20602
S -4.31937 0.02551 -1.00883
S -1.20445 -2.02235 0.77601
H 0.99061 1.09902 2.15239
H 0.01030 1.89537 0.96254
H -0.81920 0.97468 2.15896
H 2.21172 -1.00064 0.86307
H 1.66917 -2.27934 -0.15384
H 2.32367 -0.86254 -0.82366
H -1.86190 0.55637 -0.97994
H -0.34870 1.45311 -1.19505
H -0.79023 0.09853 -2.24300
H -4.37693 0.24751 -2.40952
*
```

Energy relative to the best compared isomer or geometry (same formula, charge and spin) in eV: 4.442
Orbital gap (spin up / spin down) in eV: 3.951 / 3.979

The following is a quantum chemistry calculation of a 2-piece molecular cluster, C3H10S3 overall at a distorted geometry, from the Open Molecules 2025 dataset.

The geometry in ORCA input format:
```
! RIJCOSX wB97M-V def2-TZVPD def2/J DEFGRID3
* xyz -1 2
C 0.03545 -3.69352 2.99240
S 0.33844 -1.98484 2.41383
S -0.88648 -1.90213 0.55330
H -1.02700 -3.89493 2.99846
H 0.43651 -3.76350 4.00173
H 0.48292 -4.39368 2.28618
H 0.06335 -2.14138 -0.36694
C 0.74373 2.96309 -2.32817
C -0.46308 2.38603 -1.59322
S 0.00522 1.77243 0.08729
H 1.49643 2.19925 -2.48486
H 1.12987 3.81007 -1.72699
H 0.42007 3.38242 -3.29371
H -1.22945 3.14703 -1.46628
H -0.87654 1.50292 -2.07306
H -0.66945 0.61072 0.00004
*
```

Energy relative to the best compared isomer or geometry (same formula, charge and spin) in eV: 0.229
Orbital gap (spin up / spin down) in eV: 3.555 / 7.005

The following is a quantum chemistry calculation of a 2-piece molecular cluster, C3H10S3 overall at a distorted geometry, from the Open Molecules 2025 dataset.

The geometry in ORCA input format:
```
! RIJCOSX wB97M-V def2-TZVPD def2/J DEFGRID3
* xyz 0 1
C -2.00713 2.71572 1.87838
C -0.96478 3.56174 1.20108
S 0.66286 2.66397 1.14666
H -1.81662 2.60446 2.94392
H -2.09452 1.70857 1.45861
H -2.96059 3.24019 1.74510
H -1.01808 3.86189 0.15516
H -1.01749 4.52266 1.72911
H 1.31966 3.68601 1.74973
C 1.95233 -2.79509 -2.03167
S 1.00255 -2.05077 -0.58400
S -0.98382 -2.46806 -1.12036
H 2.85080 -3.23790 -1.61727
H 2.35232 -2.03878 -2.71646
H 1.18986 -3.38772 -2.52017
H -1.41889 -1.34905 -0.47963
*
```

Energy relative to the best compared isomer or geometry (same formula, charge and spin) in eV: 0.915
Orbital gap in eV: 8.710

The following is a quantum chemistry calculation of C3H11BCuF3InN2O3PS as an isolated structure at a distorted geometry, from the Open Molecules 2025 dataset.

The geometry in ORCA input format:
```
! RIJCOSX wB97M-V def2-TZVPD def2/J DEFGRID3
* xyz 1 2
C -2.65038 2.03033 0.12484
N -1.25379 1.65284 0.56495
C -0.27382 2.50898 -0.20621
B -0.97169 0.16727 0.43835
O -1.98202 -0.88296 0.81775
In 1.04270 -0.70559 -0.29604
N 1.25963 -0.66206 -2.42124
C 2.84796 0.27901 0.65015
F 4.05382 -0.23602 -0.10053
F 3.03936 -0.10070 2.07202
F 2.84414 1.75456 0.42514
P 1.11702 -3.17640 0.43629
O -0.05633 -4.06724 -0.49365
O 0.57189 -3.22471 2.11922
S 2.89878 -3.95238 0.20658
H -2.99833 2.92385 0.83624
H -2.73529 2.43304 -0.97162
H -3.45752 1.19257 0.25062
H 0.13515 2.03335 -1.19398
H -0.87474 3.48499 -0.53799
H 0.54452 2.87276 0.54697
H -2.33453 -1.18279 -0.09290
H 1.20319 0.33258 -2.74668
H 2.20174 -1.06351 -2.70244
H -0.33286 -3.43029 -1.23498
H 1.29333 -2.81453 2.69576
Cu -5.13192 1.83306 0.81336
*
```

Orbital gap (spin up / spin down) in eV: 4.658 / 4.654

The following is a quantum chemistry calculation of C3H11Cl2N2O2Sn as an isolated structure at a distorted geometry, from the Open Molecules 2025 dataset.

The geometry in ORCA input format:
```
! RIJCOSX wB97M-V def2-TZVPD def2/J DEFGRID3
* xyz 1 1
C 1.42163 1.70736 0.04155
Sn 0.38874 -0.21808 0.11642
N -1.51594 -1.63010 -0.16951
N -0.19782 0.22875 -2.07176
H -2.36108 -1.07034 -0.00711
H 1.61036 -1.09626 0.96910
H 1.98455 1.79561 0.97670
H 0.65606 2.49500 -0.01436
H 2.09904 1.73520 -0.82422
H -1.19886 0.43782 -2.12413
H 0.01159 -0.55714 -2.70209
H 0.30979 1.04467 -2.43761
H -1.62541 -2.18647 -1.02850
H -1.41939 -2.26919 0.62643
Cl -0.84578 -1.66455 3.06081
C -0.52740 0.07036 3.46290
Cl 1.18922 0.52159 3.40112
C -1.30929 0.94238 2.46452
O -2.12600 1.72123 2.90692
O -1.08515 0.76333 1.16726
H -0.89445 0.25103 4.47868
*
```

Energy relative to the best compared isomer or geometry (same formula, charge and spin) in eV: 1.048
Orbital gap in eV: 8.824

The following is a quantum chemistry calculation of a 4-piece molecular cluster, C3H11ClN2Si overall at a distorted geometry, from the Open Molecules 2025 dataset.

The geometry in ORCA input format:
```
! RIJCOSX wB97M-V def2-TZVPD def2/J DEFGRID3
* xyz 0 1
C 0.08540 0.32388 -0.86826
C 0.64588 0.71555 1.38848
C -2.22860 -1.61266 1.07325
N -0.25224 0.76044 0.49361
N -3.24404 -1.22543 0.49495
Si -3.70928 0.06922 -0.52112
Cl -5.56994 0.59278 -0.05136
H 0.41240 1.14315 -1.50158
H 0.90648 -0.46605 -0.79208
H -0.84833 -0.16841 -1.30756
H 3.83466 0.68300 0.26759
H 1.66452 0.49786 1.10054
H 0.65698 0.98828 2.48233
H -2.04376 -2.69514 1.43369
H 4.50140 1.21714 -0.19833
H -1.35307 -0.97152 1.00733
H -3.85378 -0.81505 -1.58433
H -2.91520 1.17927 -0.48495
*
```

Energy relative to the best compared isomer or geometry (same formula, charge and spin) in eV: 5.532
Orbital gap in eV: 9.575

The following is a quantum chemistry calculation of C3H11FeO8P as an isolated structure at a distorted geometry, from the Open Molecules 2025 dataset.

The geometry in ORCA input format:
```
! RIJCOSX wB97M-V def2-TZVPD def2/J DEFGRID3
* xyz -2 5
Fe -0.05728 -0.34866 -0.19555
O 0.09244 -0.05340 -2.24002
H 0.50542 0.82286 -2.11299
P -2.23531 -1.77225 -0.66370
O -2.02244 -0.25144 -0.85214
O -0.81942 -2.11901 -0.06677
O -2.46916 -2.19536 -2.15879
O -3.40916 -2.25719 0.14876
C -1.05383 1.44671 1.89963
C -0.52762 2.23636 0.71667
O 0.62016 1.71254 0.01160
O -0.71848 0.05717 1.81854
H -2.12991 1.56581 2.02610
H -0.57050 1.71525 2.83899
H -0.26210 3.18716 1.17884
H -1.32518 2.43528 0.00082
H 1.02015 2.37441 -0.55722
H -1.52170 -0.37013 2.12489
C 2.97721 -1.24877 -0.94853
O 1.90439 -1.21468 -0.01210
H 3.92792 -1.43330 -0.44831
H 2.87739 -2.07263 -1.65519
H 3.10464 -0.29838 -1.46682
H 2.09235 -1.91836 0.61329
*
```

Orbital gap (spin up / spin down) in eV: 2.761 / 2.713